No. 1
Here is a gas-phase ion, C31H22F4P (charge +1) from the OMol25 dataset. Energies are from ωB97M-V with the def2-TZVPD basis set.

Atoms and positions in Å:
P  0.1268  -1.7220  5.1356
F  2.8356  2.4037  1.5668
F  -4.5193  -1.9817  1.6832
F  4.6402  -1.9492  2.0543
F  -2.9001  2.4799  1.8987
C  2.9118  -4.6854  5.5337
C  1.2431  1.9120  6.6181
C  -2.7841  1.1484  2.2482
C  2.6959  1.0756  1.9100
C  -0.2667  0.9447  8.2255
C  0.6341  1.9443  7.8698
C  1.4223  0.6079  2.2651
C  1.0092  0.8548  5.7435
C  -1.3345  -0.6414  2.9327
C  -1.0043  -3.6957  6.8132
C  -0.0086  -1.2938  3.3877
C  -3.5397  -1.0685  1.9995
C  -1.6058  0.7291  2.8883
C  -3.3950  -3.8684  7.2039
C  -2.5615  -2.3645  5.5127
C  3.2892  -3.1211  7.3394
C  -1.2349  -2.7120  5.8258
C  0.1482  -0.1884  6.1320
C  1.9409  -3.8415  4.9970
C  2.3935  -1.5487  2.6993
C  -2.0820  -4.2382  7.5143
C  -0.5367  -0.1154  7.3620
C  -2.3262  -1.5312  2.4930
C  1.6245  -2.6284  5.6441
C  -3.6312  -2.9662  6.1630
C  2.3478  -2.2477  6.7927
C  1.2947  -0.6822  2.8031
C  3.8185  0.2634  1.8867
C  -3.7896  0.2852  1.8212
C  3.5574  -4.3472  6.7259
C  3.6062  -1.0653  2.2348
H  -4.2371  -4.2980  7.7475
H  -2.7804  -1.6090  4.7613
H  -4.6425  -2.7113  5.8469
H  0.5613  1.2431  2.0705
H  -4.7109  0.6357  1.3618
H  3.8185  -2.8262  8.2445
H  0.0128  -4.0190  7.0472
H  -1.8940  -4.9670  8.3012
H  4.7933  0.6334  1.5967
H  -0.0543  -2.2913  2.9275
H  0.8378  2.7639  8.5511
H  1.9077  2.7024  6.2963
H  2.1581  -1.2828  7.2707
H  1.4277  -4.1425  4.0782
H  3.1603  -5.6071  5.0107
H  1.5109  0.8359  4.7724
H  -0.7804  0.9787  9.1784
H  -1.2592  -0.8916  7.6362
H  2.2918  -2.6166  2.9003
H  4.2985  -5.0196  7.1573
H  -0.8971  1.4760  3.2479
H  -2.1592  -2.6045  2.5372

Summary:
- energy (Eh) = -1935.09304
- LUMO energy (eV) = -2.874
- total charge = +1
- HOMO energy (Ha) = -0.4513
- Kohn-Sham gap (hartree) = 0.3457
- ΔE to the lowest compared entry with this formula, charge and spin (kJ/mol) = 0.00
- molar mass (Da) = 501.5

=====

No. 2
Here is a molecular structure, C31H23Cl3N2O2PPd from the OMol25 dataset. Energies are from ωB97M-V with the def2-TZVPD basis set.

Atoms and positions in Å:
Pd  -0.3170  -0.4883  -2.0275
Cl  5.2178  4.1478  -2.0350
Cl  2.2876  -0.2761  -2.6781
Cl  -0.0370  4.6269  -2.8884
P  -0.2146  0.3869  0.2841
O  0.0935  1.7001  -2.9623
O  -2.3610  1.7296  -1.5156
N  -2.5446  0.4938  -2.1055
N  -0.6401  -2.5025  -2.2075
C  -0.7036  -4.8605  -2.4103
C  2.1136  -0.9464  3.3935
C  0.8730  -0.5982  1.3514
C  -0.8190  -3.6799  -1.6265
C  0.3168  2.0948  0.6203
C  -1.3153  -5.0243  0.3192
C  2.1261  3.6710  0.9036
C  -2.9407  -0.2400  0.2254
C  1.2887  -0.1587  2.6125
C  -0.5946  3.1423  0.7269
C  -2.8254  -0.4188  -1.2427
C  -0.1483  4.4429  0.9178
C  -1.8806  0.2243  1.0129
C  3.6249  2.0195  -2.3733
C  -2.1019  0.4288  2.3708
C  2.5402  -2.1859  2.9229
C  -4.3682  -0.3342  2.1646
C  2.1453  -2.6258  1.6717
C  -0.8887  -6.0891  -1.8189
C  1.3182  -1.8304  0.8864
C  -4.1667  -0.5395  0.8084
C  2.4124  1.4437  -2.5808
C  1.6831  2.3721  0.7074
C  1.3588  3.6730  -2.6988
C  1.1926  2.2260  -2.7612
C  2.5808  4.2476  -2.4965
C  -3.3368  0.1654  2.9449
C  1.2105  4.7108  1.0051
C  3.7003  3.4263  -2.3278
C  -1.1942  -6.1764  -0.4597
C  -1.1298  -3.7821  -0.2445
H  -1.2145  -2.8795  0.3492
H  -5.3283  -0.5599  2.6078
H  1.5544  5.7241  1.1653
H  2.4325  -0.5940  4.3649
H  -0.8659  5.2474  1.0076
H  -0.8020  -6.9902  -2.4105
H  -1.9435  2.2435  -2.2232
H  -4.9724  -0.9177  0.1919
H  2.4799  -3.5850  1.3004
H  -3.0807  -1.3726  -1.6935
H  -1.3006  0.7915  3.0006
H  3.1870  3.8695  0.9907
H  -1.3381  -7.1473  -0.0059
H  -1.5516  -5.1084  1.3714
H  -3.4851  0.3365  4.0022
H  3.1869  -2.8011  3.5341
H  2.4051  1.5647  0.6572
H  0.9956  0.8181  2.9778
H  4.5173  1.4251  -2.2421
H  1.0077  -2.1801  -0.0927
H  2.6882  5.3214  -2.4492
H  -0.4711  -4.7661  -3.4615
H  -1.6571  2.9434  0.6685

Summary:
- energy (Eh) = -3304.56756
- LUMO energy (spin up / spin down) (eV) = -2.359 / -5.450
- expectation value of S² = 6.101
- total charge = +1
- HOMO energy (spin up / spin down) (Ha) = -0.3891 / -0.4036
- Kohn-Sham gap (spin up / spin down) (hartree) = 0.3024 / 0.2033
- molar mass (Da) = 699.3
- multiplicity = 5

=====

Question: energy of number 1 (C31H22F4P)?
Answer: -1935.09304 Eh

=====

Question: Among the records above, which one has the lowest energy?
Answer: C31H23Cl3N2O2PPd

=====

Question: What is the formula in the second record?
Answer: C31H23Cl3N2O2PPd